Entry 1:
Entry from OMol25: a 2-piece molecular cluster, C6H7N2O3 overall (ωB97M-V/def2-TZVPD).

Calculated values
* gap between HOMO and LUMO: 6.28 eV
* relative energy (zero: lowest compared OMol25 entry of this formula, charge and spin): 1.763 eV
* HOMO level: -2.84 eV
* E: -15457.263 eV
* charge: -1

Each line ends with the Löwdin charge.
Geometry (Å):
O1 0.90 1.56 -2.67  0.1798
H1 0.99 1.01 2.13  0.0921
H2 2.87 0.68 1.86  0.0885
C1 1.56 -0.96 1.24  -0.3192
N1 -0.08 0.29 -0.08  0.0218
C2 -0.53 -0.66 0.75  -0.5439
C3 -2.48 -0.31 -0.28  -0.1976
N2 0.23 -1.49 1.49  0.0502
O2 -1.89 -0.66 0.87  -0.0923
O3 -1.19 0.65 -2.74  0.1626
H3 -2.19 0.81 -0.55  0.0982
H4 -1.96 -0.77 -1.21  0.0930
H5 2.42 -1.62 1.15  0.0987
H6 -3.51 -0.51 -0.20  0.0595
C4 -0.15 1.11 -2.58  -0.4883
C5 1.35 0.20 0.10  -0.2677
H7 1.90 0.16 -0.84  0.0945
C6 1.78 0.50 1.57  -0.1299



Entry 2:
Entry from OMol25: C3H7N3O as an isolated structure (ωB97M-V/def2-TZVPD).

Calculated values
* gap between HOMO and LUMO: 9.48 eV
* relative energy (zero: lowest compared OMol25 entry of this formula, charge and spin): 5.876 eV
* HOMO level: -9.24 eV
* E: -9737.157 eV

Each line ends with the Löwdin charge.
Geometry (Å):
H1 1.83 -1.25 -2.14  0.1635
C1 0.80 -1.24 -1.22  -0.0817
H2 1.97 1.33 -0.88  0.1183
H3 1.75 1.17 1.05  0.2073
H4 -0.40 -1.33 -1.66  0.1412
H5 -0.07 1.01 1.06  0.1323
O1 -3.44 0.42 1.26  0.0362
N1 1.85 0.60 -0.08  -0.0167
C2 -0.40 0.24 0.22  -0.2728
H6 -1.79 1.07 1.90  0.0703
N2 -1.57 -0.34 0.27  0.1163
N3 0.65 0.07 -0.52  -0.3306
H7 1.05 -2.18 -0.57  0.0819
C3 -2.23 0.41 1.28  -0.3657



Entry 3:
Entry from OMol25: an isolated ion of composition C13H22BN2O2S and charge -1 (ωB97M-V/def2-TZVPD).

Calculated values
* gap between HOMO and LUMO: 5.89 eV
* relative energy (zero: lowest compared OMol25 entry of this formula, charge and spin): 1.592 eV
* HOMO level: -3.93 eV
* E: -32423.601 eV
* charge: -1

Each line ends with the Löwdin charge.
Geometry (Å):
H1 -1.19 0.20 -0.84  0.1052
H2 1.63 0.84 1.70  0.0708
C1 -2.84 -0.23 -2.09  -0.1770
C2 1.50 0.21 2.59  -0.0542
H3 3.43 -1.60 4.30  0.0676
H4 -1.86 -2.52 -1.30  0.0964
H5 0.50 -0.20 2.59  0.0683
C3 1.35 -2.66 -0.55  -0.1715
C4 -3.11 1.25 -2.28  -0.1681
C5 2.50 -0.94 2.51  -0.4400
H6 -1.67 5.24 0.41  0.0686
S1 5.25 -0.61 -2.23  0.4951
H7 2.31 -0.57 -0.17  0.0944
H8 1.55 -2.74 -1.62  0.0752
H9 -4.19 3.81 0.88  0.1070
H10 1.66 0.84 3.46  0.0514
C6 -0.98 -1.89 -1.46  -0.1962
C7 -3.23 3.82 0.35  -0.0644
N1 3.95 -2.22 -0.36  0.1352
H11 -0.55 -2.63 0.55  0.0983
B1 2.50 -1.73 0.19  -0.6782
O1 -3.23 3.86 -2.02  0.0916
H12 0.12 -1.07 0.18  0.0617
H13 3.71 0.10 4.01  0.0500
H14 -1.76 4.10 1.89  0.0599
C8 3.66 -0.88 3.52  -0.0551
H15 -3.45 -0.57 -1.25  0.1166
C9 -2.15 4.41 0.93  0.0345
H16 -0.45 -2.31 -2.32  0.0938
O2 -3.07 1.88 -0.98  0.0170
C10 -3.19 3.20 -1.00  -0.5248
H17 -0.74 -0.02 -2.52  0.1180
H18 -2.29 1.65 -2.88  0.1265
H19 -3.08 -0.76 -3.01  0.1163
N2 2.41 -1.91 1.72  0.1481
H20 1.41 -3.63 -0.05  0.0778
C11 -1.36 -0.43 -1.72  -0.2059
C12 4.45 -1.56 -1.21  -0.8749
C13 -0.03 -2.07 -0.23  -0.2288
H21 4.59 -1.13 3.02  0.0678
H22 -4.07 1.47 -2.74  0.1260



Entry 4:
Entry from OMol25: one molecule with the formula C26H34N2O3 (ωB97M-V/def2-TZVPD).

Calculated values
* gap between HOMO and LUMO: 9.22 eV
* relative energy (zero: lowest compared OMol25 entry of this formula, charge and spin): 1.569 eV
* SMILES string: CN(C(=O)c1ccc(OC2CCN(CCc3ccccc3)CC2)cc1)C1CCOCC1
* HOMO level: -8.50 eV
* E: -36636.781 eV

Each line ends with the Löwdin charge.
Geometry (Å):
C1 9.23 1.43 -1.62  -0.0876
C2 1.74 -0.97 0.58  -0.3357
C3 -7.74 -0.84 -0.34  -0.1037
H1 -9.04 -0.23 -1.95  0.1294
C4 5.39 -0.53 -0.30  -0.1866
C5 -5.35 0.04 1.55  -0.0374
H2 -6.14 -0.60 1.94  0.0887
C6 6.82 -0.94 0.08  -0.1358
H3 6.85 -1.23 1.13  0.1077
H4 1.28 -1.97 0.60  0.1502
H5 -8.98 2.04 -1.20  0.1286
C7 3.40 -1.68 -1.14  -0.1807
H6 -4.40 -0.47 1.71  0.0939
H7 -0.86 1.78 1.59  0.1191
C8 2.28 -0.67 -0.82  -0.1043
H8 4.83 -1.85 1.85  0.1141
H9 5.40 -0.19 -1.34  0.1268
H10 7.51 1.04 1.79  0.1116
H11 7.10 -1.80 -0.52  0.1193
H12 -9.77 -1.42 -0.83  0.1251
C9 -7.68 1.52 0.44  -0.1133
H13 3.27 0.09 1.64  0.1162
H14 -6.81 0.78 -1.38  0.1475
H15 3.60 -2.93 1.17  0.1245
O1 -9.78 0.46 -0.15  -0.1327
H16 -3.23 1.93 0.89  0.1202
H17 -5.35 0.97 2.11  0.0931
H18 5.09 0.33 0.32  0.1216
H19 -2.75 -1.65 -1.38  0.1233
H20 2.68 0.34 -0.83  0.1271
N1 -5.56 0.26 0.14  -0.0546
H21 -7.79 1.22 1.49  0.1167
H22 3.80 -1.48 -2.14  0.1197
H23 8.23 -0.37 -2.16  0.1122
N2 4.49 -1.66 -0.19  -0.1782
C10 -0.48 -0.02 0.52  -0.2539
H24 10.11 3.21 -0.81  0.0989
C11 -3.16 0.12 -0.27  -0.1685
H25 9.72 1.54 -2.58  0.1008
H26 1.49 -0.74 -1.56  0.1133
H27 2.98 -2.69 -1.14  0.1238
C12 9.45 2.37 -0.63  -0.0984
H28 -0.42 -1.81 -0.68  0.1056
C13 -4.56 0.22 -0.78  -0.4227
O2 -4.78 0.28 -1.98  0.0682
C14 7.77 0.20 -0.16  -0.2469
H29 9.00 2.96 1.38  0.1007
C15 2.89 -0.93 1.59  -0.1043
H30 -9.67 2.38 0.40  0.1250
C16 -2.62 1.10 0.56  -0.0320
C17 -1.30 1.03 0.95  0.0097
C18 3.99 -1.90 1.15  -0.1740
H31 -7.84 -1.23 0.68  0.1142
C19 -2.34 -0.91 -0.71  -0.0072
H32 -7.15 2.48 0.40  0.1258
C20 8.83 2.23 0.60  -0.0879
C21 -9.13 -0.54 -0.89  -0.2071
O3 0.79 0.01 1.00  -0.0104
H33 2.52 -1.21 2.58  0.1221
C22 8.39 0.36 -1.39  -0.0474
H34 -7.25 -1.60 -0.95  0.1262
C23 -1.02 -0.99 -0.32  -0.0066
C24 7.99 1.15 0.83  -0.0474
C25 -9.07 1.68 -0.17  -0.2092
C26 -6.92 0.45 -0.34  -0.2961



Entry 5:
Entry from OMol25: C18H14ClO4PRuSSe as an isolated structure (ωB97M-V/def2-TZVPD).

Calculated values
* gap between HOMO and LUMO (alpha / beta): 6.61 / 6.61 eV
* relative energy (zero: lowest compared OMol25 entry of this formula, charge and spin): 0.000 eV
* HOMO level (alpha / beta): -7.36 / -7.36 eV
* E: -127657.120 eV

Each line ends with the Löwdin charge.
Geometry (Å):
H1 -2.46 -3.99 -1.67  0.1077
C1 2.12 0.70 1.22  -0.0644
O1 -2.09 2.66 -4.58  -0.6940
C2 0.70 -2.52 0.01  -0.0867
H2 -2.68 1.32 4.77  0.1056
H3 -2.32 3.09 3.08  0.1084
H4 4.24 0.63 -2.02  0.1139
C3 3.49 0.91 1.28  -0.0646
C4 4.26 0.87 0.13  -0.0621
C5 3.66 0.64 -1.11  -0.0829
H5 -1.31 2.52 0.90  0.1033
S1 -1.42 3.50 -3.45  0.2989
O2 -1.63 4.88 -3.69  -0.2299
C6 -1.84 -0.23 3.55  -0.0746
Se1 -1.79 0.79 -4.25  0.6339
C7 -0.56 -4.42 -0.76  -0.0777
H6 -0.96 -1.57 2.13  0.1039
C8 -1.45 -2.21 -1.03  -0.0950
H7 -2.23 -1.54 -1.39  0.0997
C9 1.50 0.47 -0.01  -0.3783
C10 -2.22 1.08 3.82  -0.0762
C11 -1.57 -3.58 -1.19  -0.0705
H8 -2.01 -1.00 4.29  0.1059
C12 -1.25 -0.55 2.34  -0.0761
O3 0.00 3.03 -3.44  -0.4572
H9 5.33 1.03 0.18  0.1116
Ru1 -0.56 1.39 -2.29  0.4747
C13 -1.04 0.45 1.39  -0.3667
H10 1.52 0.73 2.12  0.1111
O4 -1.98 2.97 -2.17  -0.4538
C14 -1.44 1.76 1.66  -0.0891
Cl1 1.50 0.19 -2.69  0.7450
C15 2.29 0.46 -1.15  -0.5962
H11 1.58 -2.12 0.48  0.1072
C16 0.58 -3.89 -0.17  -0.0756
P1 -0.28 0.13 -0.22  0.9771
H12 -0.65 -5.49 -0.90  0.1050
C17 -2.02 2.07 2.88  -0.0707
H13 1.37 -4.55 0.16  0.1053
C18 -0.32 -1.68 -0.42  -0.3857
H14 3.96 1.09 2.24  0.1098



Entry 6:
Entry from OMol25: one molecule with the formula C4H9NO2 (ωB97M-V/def2-TZVPD).

Calculated values
* gap between HOMO and LUMO: 7.27 eV
* relative energy (zero: lowest compared OMol25 entry of this formula, charge and spin): 3.443 eV
* HOMO level: -6.47 eV
* E: -9876.618 eV

Each line ends with the Löwdin charge.
Geometry (Å):
O1 -0.44 -1.85 1.18  -0.1222
H1 1.04 1.15 -1.42  0.1588
H2 -1.48 1.66 -1.32  0.0680
H3 -0.89 2.39 0.19  0.0644
N1 0.96 0.52 -0.63  0.0499
O2 2.11 -0.78 0.86  0.0841
C1 -0.30 0.31 -0.01  -0.3656
H4 3.00 0.13 -0.72  0.1427
H5 -0.31 -1.70 -0.82  0.1183
H6 -0.87 -1.36 1.90  0.0854
H7 -2.21 1.24 0.24  0.0705
H8 1.18 -0.92 1.21  0.0892
C2 -0.77 -1.09 -0.03  -0.2427
C3 -1.25 1.45 -0.25  -0.1154
C4 2.06 -0.03 -0.21  -0.1981
H9 -1.86 -1.13 -0.17  0.1128



What did the sixth record say?
Entry from OMol25: one molecule with the formula C4H9NO2 (ωB97M-V/def2-TZVPD).

Calculated values
* gap between HOMO and LUMO: 7.27 eV
* relative energy (zero: lowest compared OMol25 entry of this formula, charge and spin): 3.443 eV
* HOMO level: -6.47 eV
* E: -9876.618 eV

Each line ends with the Löwdin charge.
Geometry (Å):
O1 -0.44 -1.85 1.18  -0.1222
H1 1.04 1.15 -1.42  0.1588
H2 -1.48 1.66 -1.32  0.0680
H3 -0.89 2.39 0.19  0.0644
N1 0.96 0.52 -0.63  0.0499
O2 2.11 -0.78 0.86  0.0841
C1 -0.30 0.31 -0.01  -0.3656
H4 3.00 0.13 -0.72  0.1427
H5 -0.31 -1.70 -0.82  0.1183
H6 -0.87 -1.36 1.90  0.0854
H7 -2.21 1.24 0.24  0.0705
H8 1.18 -0.92 1.21  0.0892
C2 -0.77 -1.09 -0.03  -0.2427
C3 -1.25 1.45 -0.25  -0.1154
C4 2.06 -0.03 -0.21  -0.1981
H9 -1.86 -1.13 -0.17  0.1128



- The highest E belongs to which entry?
  C3H7N3O



- Which of these has the lowest relative energy (zero: lowest compared OMol25 entry of this formula, charge and spin)?
  C18H14ClO4PRuSSe